Below is a gas-phase ion, C6H11BrN (charge +1) at a distorted geometry, with properties calculated with ωB97M-V/def2-TZVPD.

Last column: natural (NBO) charge in e.
Element x y z (Å)
1 C -1.45275 0.01157 -1.36195  -0.6305
2 C -0.34173 -0.26131 -0.34741  -0.0834
3 C -0.21487 -1.31901 0.39331  -0.1104
4 C 1.21514 -1.48585 0.96115  -0.4791
5 C 1.90116 -0.14870 0.66807  -0.2441
6 Br 3.52164 -0.21684 -0.39641  0.0645
7 C 0.80361 0.73145 -0.27747  -0.1166
8 N 0.31280 1.99235 0.36174  -0.6804
9 H -2.24749 -0.75413 -1.14059  0.2476
10 H -1.08193 -0.13034 -2.33311  0.2382
11 H -1.79494 1.00331 -1.29987  0.1945
12 H -0.93484 -2.11781 0.78072  0.2572
13 H 1.21552 -1.84512 1.99475  0.2459
14 H 1.50856 -2.26364 0.28420  0.2520
15 H 2.18150 0.31892 1.58202  0.2220
16 H 1.39271 0.86535 -1.24534  0.2664
17 H 0.67179 2.87149 -0.03873  0.4568
18 H 0.64618 2.02274 1.29180  0.4386
19 H -0.72429 1.91703 0.42014  0.4605

Summary:
SMILES string = CC1=CC[C@@H](Br)[C@@H]1[NH3+]
LUMO = -3.69 eV
HOMO = -0.50505 hartree
molar mass = 177.07 g/mol
net charge = +1